# C8H18ClN2O3

2 unconnected molecules or ions with the total composition C8H18ClN2O3 (ωB97M-V with the def2-TZVPD basis set, the Open Molecules 2025 dataset).

Values from the calculation:
F_max, hartree/bohr: 0.00822
LUMO energy, eV: 2.9995
HOMO level, Ha: -0.06608
Charge: -1
Orbital gap, eV: 4.8

Last column: natural (NBO) charge in e.
Cartesian coordinates (Å):
C (-1.55590, 0.31255, -1.46180)  -0.622
C (-2.47820, 1.42890, -0.96735)  -0.211
N (-1.75941, 2.41617, -0.19050)  -0.694
C (-1.14418, 1.86363, 1.02521)  -0.199
Cl (-0.47185, 3.39694, 1.85272)  -0.282
C (-2.19284, 1.32683, 1.98989)  -0.337
N (-2.17217, -0.14720, 2.17205)  -0.847
H (-0.52193, 0.61589, -1.32351)  0.233
H (-1.72393, 0.10414, -2.52023)  0.175
H (-1.68369, -0.61792, -0.91226)  0.208
H (-3.34368, 0.99267, -0.44093)  0.132
H (-2.88745, 1.95158, -1.83605)  0.169
H (-2.35150, 3.22588, 0.02075)  0.305
H (-2.02518, 1.77143, 2.96894)  0.188
H (-3.20419, 1.64861, 1.68344)  0.124
H (-2.37596, -0.38294, 3.13394)  0.335
H (-2.86858, -0.59796, 1.59317)  0.336
C (2.25223, -0.49433, 1.78922)  -0.639
C (2.40411, 0.27723, 0.50141)  -0.084
O (3.06263, -0.51093, -0.52617)  -0.504
C (2.32539, -1.42285, -1.13507)  0.978
O (1.16915, -1.68543, -0.94261)  -0.632
O (3.10856, -2.04690, -2.04095)  -0.514
C (2.44449, -3.08944, -2.74926)  -0.253
H (3.21896, -0.87954, 2.12455)  0.184
H (1.84066, 0.16441, 2.55258)  0.238
H (1.56722, -1.33080, 1.65968)  0.227
H (3.05636, 1.13713, 0.63354)  0.182
H (1.43372, 0.63291, 0.14999)  0.245
H (1.52458, -2.72652, -3.20307)  0.196
H (2.21247, -3.91971, -2.08264)  0.182
H (3.14010, -3.41442, -3.51866)  0.181